(1)
The following is a DFT calculation (ωB97M-V/def2-TZVPD) of C3H7N3O in the gas phase.

Each line ends with the Mulliken charge.
Positions of all 14 atoms, in Å:
C: 1.44186 1.08870 -0.44263  -0.8908
N: 1.35699 -0.13062 0.11421  -0.4999
C: 0.26723 -0.87160 0.04510  0.2818
N: 0.34178 -2.24812 0.32133  -0.5265
C: -1.06106 -0.36001 -0.03895  0.3998
N: -1.11925 1.15011 -0.01614  -0.3165
O: -2.11045 -0.94261 0.19928  -0.6330
H: 2.36818 1.62829 -0.25523  0.2866
H: 1.02191 1.25467 -1.44132  0.3277
H: -0.44670 -2.56944 0.87360  0.2463
H: 1.22762 -2.47029 0.75935  0.2593
H: -0.04807 1.53011 0.10719  0.3792
H: -1.41517 1.54178 -0.91044  0.3563
H: -1.82488 1.39905 0.68464  0.3296

Energy relative to the best compared isomer or geometry (same formula, charge and spin) in eV: 3.254
Structure (SMILES): C=N/C(N)=C(\[NH3+])[O-]
E_LUMO (alpha / beta) in eV: 0.3 / 0.3
E_HOMO (alpha / beta) in eV: -6.930 / -6.931
Calculated total energy in eV: -9739.780
Orbital gap (alpha / beta) in eV: 7.250 / 7.251

---

(2)
The following is a DFT calculation (ωB97M-V/def2-TZVPD) of C3H7N3O in the gas phase.

Each line ends with the Mulliken charge.
Positions of all 14 atoms, in Å:
H: 3.28865 0.39161 0.18327  0.2447
N: 2.43486 0.66849 -0.29204  -0.6834
C: 1.38074 0.09339 0.07643  0.1529
C: 0.05838 0.42669 -0.29803  0.2912
N: -0.19185 1.73040 -0.76816  -0.5384
C: -0.98922 -0.46017 -0.08924  0.4243
N: -0.80769 -1.73761 0.34024  -0.5804
O: -2.24794 0.07009 -0.10854  -0.4727
H: 1.37139 -1.10795 0.56898  -0.0588
H: -0.95106 2.19906 -0.29304  0.1943
H: 0.66126 2.27000 -0.80682  0.2680
H: 0.35812 -1.87504 0.51288  0.2432
H: -1.47329 -2.02311 1.05250  0.1940
H: -2.89234 -0.64585 -0.07843  0.3211

Energy relative to the best compared isomer or geometry (same formula, charge and spin) in eV: 2.994
Structure (SMILES): [H]/N=C/C(N)=C(\N)O
E_LUMO in eV: 0.5
E_HOMO in eV: -7.208
Calculated total energy in eV: -9740.039
Orbital gap in eV: 7.691

---

(3)
The following is a DFT calculation (ωB97M-V/def2-TZVPD) of C3H7N3O in the gas phase.

Each line ends with the Mulliken charge.
Positions of all 14 atoms, in Å:
H: -0.89630 -2.74408 1.16302  0.2290
N: -0.82775 -1.89631 0.63526  -0.5964
C: -0.05888 -1.08829 1.27662  -0.0430
N: 0.22406 0.13560 0.78735  0.0629
O: 0.53787 0.97136 1.90922  -0.4441
C: 0.12379 0.79154 -0.50203  0.7657
C: -0.22496 -0.11248 -1.58088  -1.0458
N: 0.32772 2.09083 -0.45502  -0.7738
H: 0.46524 2.48642 -1.35178  0.2176
H: 0.34027 -1.15002 2.27532  0.3973
H: 0.88392 1.70862 1.42966  0.3461
H: 0.50989 -0.91334 -1.70753  0.3130
H: -1.12279 -0.81839 -1.37795  0.2871
H: -0.28208 0.53854 -2.50126  0.2846

Energy relative to the best compared isomer or geometry (same formula, charge and spin) in eV: 3.236
Structure (SMILES): [H]/N=C/N(O)/C(C)=N/[H]
E_LUMO in eV: 1.0
E_HOMO in eV: -8.841
Calculated total energy in eV: -9739.798
Orbital gap in eV: 9.817

---

(4)
The following is a DFT calculation (ωB97M-V/def2-TZVPD) of C3H7N3O in the gas phase.

Each line ends with the Mulliken charge.
Positions of all 14 atoms, in Å:
H: -1.54752 -0.63747 1.38015  0.2347
N: -0.87910 -0.73846 0.62888  -0.6849
C: -0.98807 -0.19336 -0.54586  0.4549
N: -1.59550 -0.75166 -1.62820  -0.3635
N: -0.09559 0.81604 -0.67200  -0.2675
C: 0.50757 0.84791 0.81466  0.5909
C: 1.73823 -0.01019 0.97754  -0.8578
O: 0.32171 1.86130 1.43897  -0.5575
H: -1.55226 -0.27699 -2.51413  0.2013
H: -2.22183 -1.52097 -1.46117  0.2374
H: 0.16232 1.25695 -1.54410  0.1566
H: 1.61127 -0.64056 1.85584  0.2453
H: 2.59668 0.64056 1.14521  0.3181
H: 1.94210 -0.65311 0.12419  0.2920

Energy relative to the best compared isomer or geometry (same formula, charge and spin) in eV: 2.036
Structure (SMILES): [H]/N=C(\N)NC(C)=O
E_LUMO in eV: 0.6
E_HOMO in eV: -8.703
Calculated total energy in eV: -9740.997
Orbital gap in eV: 9.340

---

(5)
The following is a DFT calculation (ωB97M-V/def2-TZVPD) of a 2-piece molecular cluster, C3H7N3O overall.

Each line ends with the Mulliken charge.
Positions of all 14 atoms, in Å:
C: -1.91023 0.67092 0.06894  0.3691
C: -3.30760 0.70839 0.03190  -0.7831
C: 2.89978 -0.97561 0.22943  -0.5197
N: -0.76325 0.58498 0.03997  -0.0275
N: 1.78358 1.07909 0.27461  -0.2064
N: 2.83323 0.42230 0.09164  0.9376
O: 3.78054 1.13789 -0.18058  -0.1544
H: -3.69913 0.66446 -1.00266  0.3365
H: -3.66274 1.65739 0.47545  0.3208
H: -3.74088 -0.15755 0.56408  0.3264
H: 3.81264 -1.26415 0.77608  0.3338
H: 3.01260 -1.46039 -0.75350  0.3614
H: 2.00711 -1.36138 0.73010  0.3234
H: 1.72469 2.09789 0.19124  0.3823

Energy relative to the best compared isomer or geometry (same formula, charge and spin) in eV: 11.366
Charge: +2
E_LUMO (alpha / beta) in eV: -15.7 / -16.3
E_HOMO (alpha / beta) in eV: -20.836 / -20.198
Calculated total energy in eV: -9712.799
Orbital gap (alpha / beta) in eV: 5.106 / 3.944

---

(6)
The following is a DFT calculation (ωB97M-V/def2-TZVPD) of C3H7N3O2 in the gas phase.

Each line ends with the Mulliken charge.
Positions of all 15 atoms, in Å:
C: 1.05563 -2.06319 0.08533  -0.6843
C: -1.64578 1.53655 0.22191  -1.1079
N: 0.44772 0.33818 -0.21407  1.2648
C: -0.92929 0.23357 0.23832  0.6201
O: 1.03469 1.59552 0.16140  -0.5597
N: 0.68909 -0.14345 -1.43495  -0.9065
N: 1.40556 -0.71213 -0.31631  -0.4061
O: -1.39992 -0.83555 0.49913  -0.4576
H: 1.81472 1.70342 -0.40578  0.4297
H: 0.89355 -2.09584 1.16102  0.2941
H: 1.92436 -2.66596 -0.18476  0.2662
H: 0.17736 -2.44832 -0.43704  0.2724
H: -1.07670 2.28244 0.77697  0.3461
H: -2.63045 1.39547 0.66898  0.3336
H: -1.76056 1.87928 -0.82016  0.2952

Energy relative to the best compared isomer or geometry (same formula, charge and spin) in eV: 7.891
E_LUMO in eV: 0.7
E_HOMO in eV: -8.057
Calculated total energy in eV: -11783.422
Orbital gap in eV: 8.768

---

(7)
The following is a DFT calculation (ωB97M-V/def2-TZVPD) of C3H7N3O2 in the gas phase.

Each line ends with the Mulliken charge.
Positions of all 15 atoms, in Å:
C: -1.32091 1.25963 0.02483  -0.9097
N: -1.07788 -0.12536 0.04544  0.3635
C: -1.93168 -1.21336 -0.12533  0.1641
O: -3.19310 -1.08948 -0.29133  -0.6036
N: 0.23806 -0.65568 0.08361  -0.6183
C: 1.18728 0.25572 -0.18417  -0.0343
N: 2.52422 0.00509 -0.35396  -0.0585
O: 2.73000 -1.31340 -0.07091  -0.4601
H: -2.42819 1.37901 -0.13644  0.3497
H: -0.71316 1.85321 -0.63888  0.2724
H: -1.10259 1.59044 1.09168  0.3572
H: -1.36632 -2.15864 0.07966  0.3416
H: 0.90352 1.28305 -0.37825  0.2045
H: 3.36051 0.66927 -0.07356  0.2863
H: 2.19025 -1.73951 0.92761  0.3451

Energy relative to the best compared isomer or geometry (same formula, charge and spin) in eV: 6.280
Structure (SMILES): CN(C=O)/N=C/NO
E_LUMO in eV: 0.5
E_HOMO in eV: -8.515
Calculated total energy in eV: -11785.033
Orbital gap in eV: 8.997

---

(8)
The following is a DFT calculation (ωB97M-V/def2-TZVPD) of C3H7N3O2 in the gas phase.

Each line ends with the Mulliken charge.
Positions of all 15 atoms, in Å:
C: 0.20861 -1.58356 1.20035  -0.9102
C: 0.76111 -0.73055 0.05623  0.7312
N: 1.02133 -0.86321 -1.20093  -0.4564
N: 1.20055 0.37145 -1.99033  -0.4523
O: 0.64446 0.56380 0.33280  -0.3922
N: -0.59498 1.24011 -0.01810  -0.0226
C: -1.73771 1.13898 0.56157  -0.0690
O: -2.81525 1.33931 0.11325  -0.5469
H: -1.00619 -1.41630 1.23154  0.2267
H: 0.68738 -1.33853 2.17058  0.2715
H: 0.55188 -2.52210 0.95273  0.3821
H: 1.80106 0.13656 -2.69778  0.2670
H: 1.64451 1.03826 -1.28594  0.2655
H: -0.56472 1.90064 -1.06828  0.3328
H: -1.80204 0.72514 1.64230  0.3728

Energy relative to the best compared isomer or geometry (same formula, charge and spin) in eV: 7.186
Structure (SMILES): C/C(=N/N)ONC=O
E_LUMO in eV: 0.5
E_HOMO in eV: -9.620
Calculated total energy in eV: -11784.127
Orbital gap in eV: 10.147

---

(9)
The following is a DFT calculation (ωB97M-V/def2-TZVPD) of C3H7N3O2 as an isolated structure.

Each line ends with the Mulliken charge.
Positions of all 15 atoms, in Å:
C: 1.67943 -0.57321 0.80944  -0.6501
C: -0.15593 1.30508 -0.39120  -0.1474
C: -1.39478 0.81817 -0.11825  0.7600
H: 1.83358 0.79692 1.31645  0.2543
H: 2.87213 -1.28452 0.96174  0.2801
H: 0.73634 -1.13370 1.38689  0.2233
H: 2.46212 -0.28611 -0.87217  0.4031
H: -0.09712 2.38409 -0.38892  0.3825
H: -0.86607 -1.04010 -1.33679  0.3071
H: -3.16406 -0.75552 0.10259  0.3252
N: 1.38501 -0.49507 -0.74788  -0.3621
N: 1.05081 0.95583 -0.52072  -0.5647
N: -1.39796 -0.57802 -0.45211  -0.1798
O: -2.39530 1.26564 0.40976  -0.6287
O: -2.54818 -1.37948 -0.15882  -0.4027

Energy relative to the best compared isomer or geometry (same formula, charge and spin) in eV: 9.655
E_LUMO in eV: -0.3
E_HOMO in eV: -9.447
Calculated total energy in eV: -11781.658
Orbital gap in eV: 9.105

---

(10)
The following is a DFT calculation (ωB97M-V/def2-TZVPD) of a 2-piece molecular cluster, C3H7N3O2S overall.

Each line ends with the Mulliken charge.
Positions of all 16 atoms, in Å:
C: 0.83343 1.10470 1.79536  0.2469
C: -1.50673 -0.29379 0.49026  0.1235
C: -0.33364 -0.79747 -1.48351  -0.6748
N: 0.24687 0.84860 2.83979  -0.1767
N: -2.14061 -1.36092 0.68103  -0.7308
N: 1.09292 2.06427 0.93910  -0.3126
O: -1.86915 -0.25336 3.71486  -0.4298
O: -0.74738 0.10666 -0.52588  -0.2577
S: -0.52079 0.31936 4.08541  0.2124
H: -1.67795 0.60417 1.17455  0.4276
H: 0.45932 -0.25859 -2.22064  0.2089
H: -1.17569 -1.39764 -2.02950  0.2712
H: 0.36508 -1.55221 -1.05576  0.3159
H: -2.78253 -1.36310 1.43428  0.2823
H: 1.38491 1.83852 0.10017  0.2523
H: 0.72437 3.02660 1.16568  0.2412

Energy relative to the best compared isomer or geometry (same formula, charge and spin) in eV: 1.591
E_LUMO (alpha / beta) in eV: 0.7 / -1.5
2S+1: 3
E_HOMO (alpha / beta) in eV: -6.341 / -9.869
Calculated total energy in eV: -22619.367
Orbital gap (alpha / beta) in eV: 6.991 / 8.391
<S²>: 2.007

---

(11)
The following is a DFT calculation (ωB97M-V/def2-TZVPD) of C3H7N3OS as an isolated structure.

Each line ends with the Mulliken charge.
Positions of all 15 atoms, in Å:
C: -0.16266 -2.71715 1.30519  -0.6178
C: -0.26372 0.41032 -0.35371  -0.3074
C: 0.85158 3.02132 -0.92109  0.2560
H: 0.62494 -3.58922 1.42576  0.2370
H: -0.98236 -3.35445 0.58568  0.2018
H: -0.56243 -2.25948 2.19373  0.2566
H: 0.93350 -1.93949 -0.36397  0.2610
H: 0.44204 0.36186 -1.18629  0.3084
H: -1.78343 2.03071 0.08256  0.3680
H: 1.10072 4.12919 -1.50741  0.2009
N: 0.40341 -1.62868 0.50162  -0.0783
N: -0.48359 -0.61932 0.51035  -0.3796
N: -1.11016 1.36162 -0.58697  -0.1882
O: 1.40987 2.49598 0.06384  -0.4451
S: -0.41773 2.29677 -1.74928  -0.0731

Energy relative to the best compared isomer or geometry (same formula, charge and spin) in eV: 5.641
E_LUMO in eV: 0.1
E_HOMO in eV: -7.163
Calculated total energy in eV: -20572.543
Orbital gap in eV: 7.280

---

(12)
The following is a DFT calculation (ωB97M-V/def2-TZVPD) of C3H7N3OS in the gas phase.

Each line ends with the Mulliken charge.
Positions of all 15 atoms, in Å:
H: -2.81745 -0.23838 -1.61265  0.2204
N: -2.88564 -0.32597 -0.64838  -0.7500
C: -1.76051 -0.33042 -0.04170  0.6129
N: -1.74812 -0.47050 1.33127  -0.1935
O: -2.96326 -0.18614 1.94702  -0.4348
S: -0.18059 -0.28830 -0.84624  -0.1135
N: 0.76416 0.26690 0.46972  -0.3236
C: 2.01405 0.43236 0.27246  0.0692
C: 2.76924 0.18804 -0.99725  -1.1157
H: -1.01705 0.03041 1.80376  0.3161
H: -3.58009 -0.18535 1.20385  0.3597
H: 2.55570 0.76335 1.13656  0.4162
H: 3.83365 0.39199 -0.88700  0.2899
H: 2.36639 0.81177 -1.79150  0.3273
H: 2.64953 -0.85978 -1.33992  0.3195

Energy relative to the best compared isomer or geometry (same formula, charge and spin) in eV: 2.973
Structure (SMILES): [H]/N=C(/NO)S/N=C\C
E_LUMO in eV: 0.7
E_HOMO in eV: -8.925
Calculated total energy in eV: -20575.211
Orbital gap in eV: 9.614